DFT (the ωB97M-V functional and the def2-TZVPD basis) results for a structure of composition C38H53Ge2NO2PdSe2 at a distorted geometry.

Calculated values
- molecular weight (u) = 965.4
- total charge = -1
- expectation value of S² = 0.77
- multiplicity = 2
- max |F| (eV Å⁻¹) = 2.12
- ΔE to the lowest compared entry with this formula, charge and spin (kJ/mol) = 126.0

Atoms and positions in Å:
Pd: -0.0673 0.3989 0.0858
O: 2.5818 4.0727 4.3109
C: 3.1201 2.8883 3.7595
C: 2.1392 2.2436 2.7623
C: 0.8847 1.8489 3.5491
O: -0.1225 1.4649 2.6564
C: 1.8118 3.2934 1.7052
Se: 0.7356 2.7463 0.1535
C: 2.8436 1.0271 2.1562
Se: 1.7297 -0.5405 1.7038
H: 3.2537 4.4678 4.8755
H: 3.3300 2.1677 4.5642
H: 4.0590 3.1071 3.2321
H: 0.5597 2.7117 4.1539
H: 1.1467 1.0143 4.2184
H: -0.8785 1.1085 3.1439
H: 2.7438 3.6843 1.2864
H: 1.2668 4.1146 2.1747
H: 3.5762 0.6369 2.8688
H: 3.3690 1.3156 1.2425
C: -3.1079 -4.7215 1.9572
Ge: -1.4792 -3.7023 1.3379
C: -0.6978 -4.9350 -0.0441
C: -0.1787 -3.8593 2.8456
Ge: -1.6157 -1.3061 0.6157
C: -3.1527 -1.3762 -0.6523
C: -3.4676 -2.5346 -1.3474
C: -4.4998 -2.5680 -2.2640
C: -5.2337 -1.4231 -2.5196
C: -4.9240 -0.2517 -1.8492
C: -3.9018 -0.2362 -0.9203
C: -2.6018 -0.4354 2.1381
C: -2.7836 0.9479 2.1048
C: -3.3488 1.6339 3.1679
C: -3.7549 0.9441 4.3002
C: -3.5880 -0.4309 4.3506
C: -3.0202 -1.1049 3.2820
H: -2.8109 -5.7472 2.1597
H: -3.8840 -4.7288 1.1982
H: -3.5297 -4.3053 2.8661
H: -0.5400 -5.9173 0.3916
H: 0.2644 -4.5592 -0.3757
H: -1.3395 -5.0505 -0.9125
H: 0.1432 -4.8873 2.9914
H: -0.6121 -3.4989 3.7740
H: 0.6968 -3.2493 2.6276
H: -2.8994 -3.4336 -1.1471
H: -4.7372 -3.4890 -2.7804
H: -6.0512 -1.4484 -3.2287
H: -5.4894 0.6513 -2.0419
H: -3.6940 0.6787 -0.3812
H: -2.4135 1.5226 1.2520
H: -3.4495 2.7109 3.1247
H: -4.1812 1.4742 5.1431
H: -3.8966 -0.9795 5.2305
H: -2.8802 -2.1749 3.3384
C: -1.9096 1.7038 -6.2048
C: -1.7714 1.6313 -4.7075
C: -2.4215 2.5456 -3.8915
C: -2.2926 2.4744 -2.5057
C: -2.9728 3.4818 -1.6296
C: -1.5179 1.4820 -1.9575
C: -0.7810 0.5687 -2.7493
C: -0.9648 0.6590 -4.1478
N: 0.0170 -0.2695 -2.0700
C: 0.9992 -1.1304 -2.6705
C: 1.9917 -0.3640 -3.5675
C: 3.0564 -1.3199 -4.1012
C: 3.8476 -1.9244 -2.9434
C: 2.8856 -2.6871 -2.0335
C: 2.2406 -3.8215 -2.8288
C: 1.4401 -3.2231 -3.9828
C: 2.3824 -2.4388 -4.8973
C: 0.3528 -2.2982 -3.4374
C: 1.8088 -1.7390 -1.5186
H: -2.6693 2.4298 -6.4860
H: -2.1838 0.7304 -6.6125
H: -0.9628 2.0047 -6.6581
H: -3.0390 3.3213 -4.3262
H: -3.4011 4.2869 -2.2232
H: -2.2566 3.9010 -0.9221
H: -3.7745 3.0112 -1.0626
H: -1.3912 1.3638 -0.8596
H: -0.4963 -0.0472 -4.8144
H: 2.4478 0.4305 -2.9683
H: 1.4789 0.1149 -4.4015
H: 3.7363 -0.7647 -4.7612
H: 4.3468 -1.1332 -2.3804
H: 4.6190 -2.5979 -3.3307
H: 3.4344 -3.0999 -1.1806
H: 1.5816 -4.4052 -2.1836
H: 3.0096 -4.4968 -3.2183
H: 0.9667 -4.0290 -4.5578
H: 1.8245 -2.0136 -5.7366
H: 3.1415 -3.1101 -5.3110
H: -0.3009 -2.8374 -2.7461
H: -0.2687 -1.9312 -4.2542
H: 2.2682 -0.9142 -0.9537
H: 1.1238 -2.2684 -0.8432

Cartesian forces, eV/Å:
Pd 2.0 -0.5 0.2
O -0.1 0.4 0.2
C 0.2 -0.5 -0.1
C -0.2 0.3 0.3
C 0.4 0.2 0.3
O -0.8 0.2 0.5
C -0.2 -0.2 -0.2
Se 0.4 0.6 -0.7
C -0.2 -0.1 -0.3
Se -0.3 0.1 -0.4
H -0.1 0.0 -0.1
H 0.0 0.0 -0.1
H 0.0 -0.1 0.0
H 0.1 -0.2 -0.1
H 0.0 0.1 0.0
H 0.2 0.0 0.0
H 0.0 0.0 0.1
H 0.1 0.0 -0.1
H 0.0 -0.1 0.0
H 0.0 0.0 0.1
C 0.3 0.6 -0.3
Ge 0.7 -0.7 0.2
C -0.2 0.5 0.3
C -0.2 0.2 -0.4
Ge -1.4 -0.9 0.3
C 0.5 0.1 -0.1
C 0.2 -0.1 0.2
C -0.2 -0.2 -0.2
C -0.1 0.0 -0.1
C -0.2 0.1 0.0
C 0.0 0.1 0.2
C 0.5 0.1 -0.1
C -0.1 0.2 -0.4
C -0.2 0.1 0.1
C 0.0 0.0 0.0
C -0.1 0.0 0.1
C 0.1 -0.1 -0.1
H 0.2 -0.1 0.0
H -0.1 0.0 -0.1
H 0.0 0.1 0.1
H 0.0 -0.1 0.2
H 0.1 0.1 -0.1
H -0.1 0.0 -0.1
H -0.1 -0.2 -0.1
H -0.1 0.1 0.1
H 0.1 0.0 0.0
H 0.0 -0.1 -0.1
H 0.0 -0.1 0.0
H 0.0 0.0 -0.1
H 0.0 0.0 0.0
H 0.0 0.0 -0.1
H -0.1 -0.1 0.2
H 0.0 0.0 0.0
H 0.0 0.0 0.0
H 0.0 0.0 0.1
H 0.0 -0.1 0.1
C 0.1 0.0 0.1
C -0.1 0.1 0.1
C -0.1 0.1 -0.1
C 0.0 0.1 0.1
C 0.1 0.0 0.1
C 0.2 -0.3 -0.4
C -0.1 0.2 0.2
C 0.0 -0.2 0.0
N -0.4 0.1 1.0
C 0.0 -0.1 0.3
C 0.0 -0.1 0.1
C 0.2 0.2 -0.2
C -0.1 0.0 0.0
C 0.1 -0.2 0.1
C 0.0 0.0 0.0
C -0.1 -0.3 -0.2
C 0.0 0.0 0.0
C 0.2 0.1 0.0
C 0.2 0.2 -0.1
H -0.1 0.0 -0.1
H 0.0 0.0 -0.1
H 0.0 0.0 -0.1
H 0.0 0.1 0.0
H 0.0 0.1 0.0
H 0.0 0.0 0.1
H -0.2 0.0 0.2
H -0.8 0.6 -0.5
H 0.1 0.0 0.0
H 0.0 0.0 0.0
H 0.0 0.0 0.0
H 0.0 -0.1 0.0
H 0.0 0.1 0.0
H 0.0 0.0 0.0
H 0.0 0.0 0.0
H 0.0 -0.1 0.0
H 0.0 0.0 0.0
H 0.0 0.0 0.0
H 0.0 0.0 0.0
H 0.0 0.0 0.0
H -0.1 0.0 0.0
H -0.1 0.0 0.0
H -0.2 -0.3 -0.1
H 0.1 0.1 0.0


DFT (the ωB97M-V functional and the def2-TZVPD basis) results for a structure of composition C34H106BO17Ti at a distorted geometry.

Calculated values
- molecular weight (u) = 845.9
- expectation value of S² = 3.75
- multiplicity = 4
- max |F| (eV Å⁻¹) = 4.38
- E (eV) = -95569.38427

Atoms and positions in Å:
Ti: -0.3162 -0.8362 2.1312
B: -0.1873 0.3397 -0.0106
H: 0.7536 -0.0624 0.3319
H: -0.4809 1.1343 0.6577
H: -0.0466 0.7794 -0.9859
H: -0.9602 -0.4122 -0.0498
C: 3.9896 2.8532 -0.7536
C: 2.7964 1.9699 -0.8462
O: 1.7126 2.5331 -0.1699
H: 4.2585 3.2258 0.2348
H: 3.8141 3.7139 -1.3990
H: 4.8587 2.4169 -1.2459
H: 2.8669 0.9502 -0.4675
H: 2.6468 1.7649 -1.9063
H: 1.0363 1.8517 -0.1643
C: -5.1942 3.8222 6.1281
C: -4.6756 2.6386 5.2655
O: -3.7918 3.1126 4.2905
H: -5.9283 3.5100 6.8709
H: -5.7119 4.5129 5.4626
H: -4.4481 4.3672 6.7064
H: -5.4558 2.1286 4.7005
H: -4.1933 1.8730 5.8732
H: -3.9679 2.6902 3.4466
C: 0.9899 -6.8147 1.5081
C: 0.6962 -5.9584 0.2736
O: 1.2500 -4.6947 0.4359
H: 0.4562 -7.7576 1.3898
H: 0.6903 -6.3868 2.4648
H: 2.0487 -7.0629 1.5820
H: -0.3750 -5.7768 0.1867
H: 1.0769 -6.3804 -0.6565
H: 1.6399 -4.5080 -0.4213
C: -0.5359 -2.6346 -4.3833
C: -0.7725 -2.0068 -2.9814
O: 0.3739 -1.2857 -2.5609
H: 0.2823 -3.3547 -4.3886
H: -0.3864 -1.8520 -5.1273
H: -1.3811 -3.2541 -4.6832
H: -1.0619 -2.7911 -2.2818
H: -1.5989 -1.2964 -2.9613
H: 0.0738 -0.6715 -1.8870
C: -5.7869 -1.7784 -1.9453
C: -4.4380 -1.1011 -1.6207
O: -4.4947 0.2279 -2.0152
H: -6.5630 -1.0234 -1.8197
H: -5.9096 -2.6082 -1.2493
H: -5.8221 -2.1690 -2.9623
H: -3.6425 -1.5960 -2.1778
H: -4.1029 -1.2115 -0.5894
H: -3.8011 0.6947 -1.5434
C: 0.1583 2.4107 -3.8188
C: -1.1131 1.7377 -4.3896
O: -1.7950 2.5698 -5.2589
H: -0.1069 2.8927 -2.8778
H: 0.6636 3.1245 -4.4694
H: 0.8682 1.6642 -3.4626
H: -1.7902 1.4896 -3.5722
H: -0.9091 0.7673 -4.8422
H: -1.9299 3.4199 -4.8338
C: 0.1762 3.1207 2.7369
C: 1.6464 3.2161 3.2865
O: 2.3671 2.2920 2.5396
H: -0.2713 2.1355 2.8683
H: 0.1774 3.5387 1.7303
H: -0.4829 3.7678 3.3157
H: 1.5470 2.8056 4.2913
H: 2.1045 4.2051 3.2757
H: 2.2091 2.4617 1.6080
C: 3.4115 -2.4571 2.0557
C: 3.6197 -1.5841 0.8154
O: 4.8245 -1.9425 0.0823
H: 3.6352 -3.5050 1.8556
H: 2.4089 -2.3901 2.4779
H: 4.0951 -2.1748 2.8565
H: 3.6015 -0.5305 1.0941
H: 2.7495 -1.7793 0.1886
H: 4.7850 -1.4920 -0.7645
C: 6.5011 -1.4960 -3.3536
C: 6.1693 -0.1126 -2.7848
O: 4.8710 -0.1466 -2.2077
H: 6.7414 -2.0622 -2.4538
H: 7.4341 -1.4753 -3.9168
H: 5.6895 -1.9614 -3.9129
H: 6.2389 0.5516 -3.6462
H: 6.9345 0.1606 -2.0582
H: 4.2124 -0.1601 -2.9061
C: -2.2834 -3.5815 0.4619
C: -1.6939 -3.8323 1.8563
O: -0.4309 -3.2850 2.0134
H: -3.2486 -4.0823 0.3874
H: -1.6508 -4.0845 -0.2696
H: -2.4160 -2.5214 0.2456
H: -1.8200 -4.8626 2.1890
H: -2.3016 -3.2333 2.5346
H: 0.2095 -3.8541 1.5803
C: 3.8762 -4.7164 -1.6240
C: 3.1953 -3.5566 -2.3780
O: 1.8294 -3.5684 -2.0050
H: 4.9386 -4.7261 -1.8677
H: 3.4016 -5.6418 -1.9506
H: 3.7664 -4.6411 -0.5422
H: 3.3436 -3.7240 -3.4448
H: 3.6118 -2.5800 -2.1315
H: 1.4094 -2.7601 -2.3079
C: -1.9403 -1.4370 4.9437
C: -2.8072 -0.4015 4.2323
O: -2.4262 -0.3422 2.9057
H: -0.8894 -1.1570 5.0165
H: -1.7905 -2.3578 4.3801
H: -2.2992 -1.6654 5.9472
H: -2.6364 0.5741 4.6874
H: -3.8556 -0.6997 4.2270
H: -3.0335 0.2892 2.5131
C: 3.1336 -0.0634 5.0140
C: 1.6062 -0.1527 4.8796
O: 1.2924 -0.0641 3.5500
H: 3.5849 0.8694 4.6759
H: 3.5743 -1.0085 4.6966
H: 3.3103 -0.0410 6.0894
H: 1.2042 0.6807 5.4559
H: 1.3190 -1.0956 5.3448
H: 1.7826 0.6896 3.2136
C: 1.4057 5.7385 -2.1819
C: 0.4227 5.9527 -1.0061
O: -0.8751 5.9899 -1.6280
H: 2.4151 5.9588 -1.8346
H: 1.2366 6.4717 -2.9705
H: 1.3062 4.7044 -2.5118
H: 0.5505 6.9229 -0.5259
H: 0.5077 5.1813 -0.2407
H: -1.5544 6.3457 -1.0504
C: -6.4956 0.8252 2.7426
C: -5.4857 0.8642 1.5331
O: -4.3708 1.6426 1.8772
H: -6.0248 0.2636 3.5495
H: -7.3654 0.2187 2.4901
H: -6.8982 1.7637 3.1238
H: -6.0023 1.2396 0.6498
H: -5.2235 -0.1767 1.3433
H: -3.7897 1.7610 1.1223
C: -3.8851 3.6992 -0.7625
C: -2.5465 3.0249 -0.8229
O: -2.6796 1.6613 -0.4512
H: -3.7905 4.7673 -0.9582
H: -4.1925 3.5497 0.2725
H: -4.6336 3.2149 -1.3896
H: -1.8893 3.4653 -0.0730
H: -2.0393 3.1487 -1.7797
H: -1.8161 1.2824 -0.2714
C: 3.5857 0.4398 -5.9425
C: 2.7546 -0.6917 -5.2768
O: 2.7022 -0.4708 -3.8614
H: 4.5717 0.4901 -5.4804
H: 3.0111 1.3390 -5.7202
H: 3.7055 0.2443 -7.0081
H: 3.1732 -1.6745 -5.4934
H: 1.7670 -0.7040 -5.7381
H: 1.8534 -0.7065 -3.4800

Cartesian forces, eV/Å:
Ti 0.1 0.0 -0.7
B 0.2 -0.5 0.2
H 3.8 -1.7 1.3
H -1.1 3.0 2.8
H 0.5 1.5 -3.7
H -3.1 -3.1 -0.2
C 0.8 0.6 -0.6
C 0.5 -1.4 -0.3
O -0.4 1.2 0.1
H -0.1 -0.3 0.1
H -0.3 0.4 0.2
H 0.0 -0.5 0.4
H 0.9 -0.1 0.4
H -0.6 0.4 -0.4
H -0.5 0.0 0.1
C -0.4 -0.6 -0.4
C -0.4 0.4 0.3
O 1.1 0.7 -0.1
H -0.1 -0.3 -0.1
H 0.1 0.2 0.0
H 0.4 -0.2 -0.4
H -0.6 0.1 0.7
H 0.1 0.0 0.3
H -0.2 -0.2 -0.2
C 0.0 -0.6 -0.7
C -0.6 -0.5 1.1
O 0.9 0.5 0.3
H -0.1 -0.1 0.1
H -0.2 0.4 -0.2
H 0.1 0.1 -0.1
H -0.4 -0.7 -0.2
H -0.1 -0.5 0.1
H 0.1 1.2 -0.3
C -0.4 0.3 0.8
C -0.5 -0.4 -1.1
O 0.4 -0.5 -0.5
H 0.4 0.3 0.2
H 0.1 -0.1 0.0
H -0.3 0.3 0.1
H 0.4 -0.1 0.3
H -0.2 -0.1 -0.5
H 0.2 0.4 0.6
C 0.9 0.2 0.6
C -0.1 -1.0 -0.8
O -0.4 0.7 -0.2
H -0.1 -0.2 0.1
H -0.4 -0.1 -0.1
H 0.1 0.1 0.0
H 0.1 -0.4 -0.2
H -0.5 0.1 0.5
H 0.4 0.5 0.2
C -0.4 -0.8 0.8
C 0.8 0.0 1.2
O -0.5 0.4 -1.3
H -0.1 0.5 -0.1
H -0.2 -0.2 -0.2
H 0.2 -0.2 -0.4
H 0.0 -0.1 0.5
H 0.1 0.2 -0.6
H 0.0 0.1 0.1
C 0.5 1.9 1.0
C -2.6 -1.0 -0.1
O 1.5 -0.9 0.4
H 0.5 -0.2 -0.5
H -0.3 -0.6 -0.3
H 0.0 0.3 0.1
H 0.6 0.4 0.3
H -0.2 0.1 0.0
H -0.1 0.1 -0.9
C 1.0 0.0 0.1
C 0.0 -0.9 -0.2
O -0.8 -0.1 1.4
H -0.2 0.0 -0.3
H -0.2 0.2 -0.3
H 0.1 0.1 0.0
H 0.2 0.1 0.0
H -0.1 0.2 -0.4
H 0.0 0.5 -0.3
C 0.8 0.1 1.3
C -0.3 -0.9 -1.4
O 0.9 0.5 0.8
H -0.3 -0.7 -0.2
H -0.1 0.1 -0.3
H 0.0 0.2 0.0
H -0.3 0.7 0.2
H -0.4 0.2 0.2
H -0.6 -0.1 -0.4
C 0.2 -1.0 0.3
C -2.1 1.3 -0.1
O 0.6 0.5 0.7
H -0.2 0.1 0.1
H 0.1 0.3 -0.3
H 0.2 -0.1 0.0
H 0.5 -0.3 -0.2
H -0.3 -0.2 0.2
H 0.9 0.0 -0.6
C -0.2 0.7 -0.5
C 0.6 -0.5 0.8
O 0.0 -0.7 -0.2
H 0.0 -0.2 0.0
H 0.1 -0.2 -0.1
H 0.1 0.2 0.0
H -0.2 0.0 -0.3
H 0.3 -0.1 0.0
H -0.2 0.5 0.2
C 0.4 -0.2 0.0
C 0.4 -0.9 1.6
O 0.7 -0.2 -1.5
H -0.1 0.8 0.2
H -0.8 -0.2 -0.1
H -0.1 0.0 0.0
H -0.4 0.1 0.2
H -0.2 0.1 0.6
H -0.1 0.4 -0.7
C -0.5 -0.5 1.7
C 2.2 0.4 1.5
O -1.4 -0.8 -1.3
H -0.1 -0.3 -0.7
H 0.3 0.5 -0.6
H 0.2 0.0 0.3
H -0.6 0.0 0.1
H -0.4 0.0 -0.4
H 0.3 0.8 -0.8
C -0.2 0.4 1.3
C -0.3 0.8 -1.1
O -0.2 -0.6 -0.1
H 0.2 -0.4 0.1
H -0.4 -0.3 -0.1
H 0.2 0.2 -0.2
H 0.5 0.1 0.1
H 0.0 -0.2 -0.1
H 0.2 0.0 0.3
C 0.6 -0.7 -0.7
C -2.1 -0.2 1.0
O 0.3 0.0 0.9
H 0.1 0.2 0.2
H 0.0 0.0 -0.4
H 0.4 0.2 -0.3
H 0.2 0.2 -0.1
H 0.3 -0.1 -0.1
H 0.4 -0.1 -0.8
C 0.0 -0.4 0.6
C 0.9 0.4 0.1
O -1.4 -0.1 -0.2
H -0.1 -0.1 -0.1
H -0.5 0.4 0.0
H 0.1 0.2 -0.2
H 0.2 0.4 0.0
H -0.1 -0.2 -0.2
H 0.5 -0.1 0.1
C -0.8 -1.0 1.0
C 0.4 0.4 -0.3
O 0.7 0.3 -0.8
H 0.0 0.1 0.0
H 0.4 0.3 -0.4
H -0.1 0.2 0.0
H 0.3 -0.1 0.1
H -0.3 0.2 0.3
H -0.6 -0.2 0.1


DFT (the ωB97M-V functional and the def2-TZVPD basis) results for a cluster of 2 separate species, C6H12NS in total at a distorted geometry.

Calculated values
- molecular weight (u) = 130.2
- total charge = +1
- multiplicity = 1
- max |F| (eV Å⁻¹) = 3.97
- ΔE to the lowest compared entry with this formula, charge and spin (kJ/mol) = 791.9

Atoms and positions in Å:
C: 0.0867 0.1433 2.2391
C: -1.3854 -1.6697 -0.5740
C: -2.3565 -1.6811 -1.3937
C: 0.1507 0.5326 0.9892
C: -2.7854 -2.7700 -2.3646
C: 2.4314 1.7740 1.1773
N: 1.1455 1.4847 0.4939
S: 3.1631 3.3471 0.6170
H: 0.7607 0.4199 3.1022
H: -0.7232 -0.5585 2.3954
H: -0.7871 -0.8792 -0.1010
H: -2.8432 -0.8153 -1.8177
H: -2.7058 -3.6931 -1.8677
H: -3.7695 -2.6972 -2.7197
H: -2.1015 -2.8404 -3.3310
H: 2.0677 1.9810 2.2158
H: 3.2638 1.0513 1.0065
H: 1.2498 1.3396 -0.5100
H: 0.8581 2.5731 0.5828
H: 4.2802 2.9577 -0.1397

Cartesian forces, eV/Å:
C 0.1 -0.2 0.3
C 0.2 0.7 0.4
C -0.8 -0.6 -2.9
C 0.6 0.2 0.7
C 2.5 -0.6 -1.2
C 2.0 -0.1 1.0
N -0.9 3.7 -1.1
S 0.6 0.1 -0.5
H -0.8 -0.3 -1.1
H 0.1 -0.1 0.6
H 0.7 0.1 0.8
H 0.1 1.2 0.9
H 0.2 -1.4 0.4
H -1.4 0.6 -0.3
H -1.2 0.5 2.1
H 1.1 -0.6 -0.6
H -1.3 -0.1 0.7
H 0.3 0.1 -0.1
H -0.7 -3.0 -0.9
H -1.4 -0.1 0.7


DFT (the ωB97M-V functional and the def2-TZVPD basis) results for a structure of composition C12H20F12KN2O12S4 at a distorted geometry.

Calculated values
- molecular weight (u) = 779.6
- expectation value of S² = 0.76
- multiplicity = 2
- max |F| (eV Å⁻¹) = 6.97
- E (eV) = -132585.25137

Atoms and positions in Å:
K: -0.4661 -0.6069 0.1877
C: -1.0012 4.7175 0.2343
F: -0.7197 5.9798 0.6155
F: -2.2709 4.4993 0.4498
F: -0.6444 4.5242 -1.0798
S: -0.0033 3.5166 1.3927
O: -0.1683 3.8882 2.7903
O: -0.3556 2.1451 1.0187
N: 1.6057 3.8231 0.7481
S: 2.4935 3.4302 1.9492
O: 2.9552 4.6172 2.6920
O: 2.1090 2.2153 2.6342
C: 4.0923 2.8987 1.0248
F: 4.4037 3.8662 0.1964
F: 5.0403 2.8474 1.9095
F: 3.8453 1.7231 0.4447
C: -4.3671 0.8409 0.7553
F: -5.6112 1.1990 0.7351
F: -4.1293 0.1781 -0.3286
F: -3.5857 1.9321 0.8547
S: -3.9592 -0.3067 2.2888
O: -4.2378 0.6315 3.3690
O: -4.8507 -1.4662 2.2089
N: -2.2435 -0.7018 2.0184
S: -1.9190 -1.6419 3.2596
O: -2.7439 -1.4410 4.5366
O: -1.7375 -3.0345 2.8306
C: -0.1645 -0.9552 3.8112
F: 0.4197 -1.9566 4.5538
F: 0.5477 -0.6158 2.8208
F: -0.3089 0.1672 4.5951
C: -1.8968 -4.0486 -0.3795
O: -1.2372 -3.0190 -1.1843
C: -1.8102 -2.7696 -2.4260
C: -1.0807 -1.6370 -3.1906
O: -1.1464 -0.3367 -2.5016
C: -0.6419 0.7091 -3.3636
H: -2.7661 -3.5472 0.0461
H: -1.2419 -4.4592 0.3890
H: -2.1037 -4.9800 -0.9064
H: -2.7788 -2.3634 -2.1346
H: -2.0631 -3.6606 -3.0009
H: -1.4779 -1.7071 -4.2032
H: -0.0158 -1.8513 -3.2810
H: -1.1422 0.7791 -4.3295
H: 0.4346 0.6174 -3.5079
H: -0.6959 1.7239 -2.9693
C: 1.5469 -3.1495 0.5428
O: 1.4867 -2.1908 -0.5175
C: 2.8276 -1.8504 -1.0020
C: 2.8750 -0.8080 -2.1155
O: 2.1930 0.4016 -1.6844
C: 2.6033 1.6807 -2.2802
H: 0.5353 -3.2459 0.9372
H: 2.1887 -2.8352 1.3659
H: 1.9427 -4.0991 0.1825
H: 3.2594 -2.7768 -1.3805
H: 3.4865 -1.6276 -0.1628
H: 2.4745 -1.3020 -3.0007
H: 3.9624 -0.7992 -2.1900
H: 2.4419 1.9110 -3.3333
H: 3.6790 1.7908 -2.1425
H: 2.1364 2.5365 -1.7927

Cartesian forces, eV/Å:
K 0.2 0.2 -0.6
C 1.0 0.7 -0.1
F 0.1 -1.1 -0.6
F 0.2 -0.3 -0.4
F -0.6 0.2 2.1
S -2.3 -1.5 0.5
O 0.5 0.2 -2.6
O 0.8 2.3 -0.1
N -3.3 0.4 -0.6
S 6.1 -1.0 3.2
O -1.6 -1.5 -1.1
O -0.2 1.2 -0.5
C -2.1 0.7 0.8
F 0.0 0.0 -1.3
F 0.7 -0.9 0.7
F 0.7 0.6 0.0
C 1.5 -0.9 2.3
F -1.1 0.4 0.5
F 0.9 -0.7 -1.9
F -0.1 -0.2 -0.4
S -1.4 0.8 0.6
O 0.9 -0.8 -1.3
O 1.7 1.2 -0.6
N -3.5 0.9 1.1
S -0.9 -1.3 4.4
O 2.6 -0.5 -4.2
O 0.5 1.7 0.3
C -3.1 -0.8 3.5
F -0.3 1.4 -1.0
F 2.2 0.3 -2.5
F 0.1 -1.6 -0.7
C 0.3 0.7 -0.5
O 1.5 -1.7 1.1
C -1.2 1.8 0.8
C 0.6 -0.7 0.9
O -0.5 -0.3 -1.5
C 0.5 -0.1 0.1
H -0.2 -0.6 0.2
H 0.2 1.0 0.2
H -0.6 0.4 -0.8
H -0.7 0.3 -0.7
H 0.7 -0.1 -0.4
H -0.3 0.9 -0.1
H 0.2 -0.3 0.0
H -0.2 -0.5 0.0
H 0.1 -0.6 -0.3
H -0.7 -0.3 0.9
C -0.1 0.3 -0.3
O 1.6 0.6 -0.2
C -1.3 -0.9 0.7
C -0.5 -0.5 1.6
O 0.5 0.4 -1.3
C 0.9 -0.5 0.5
H 0.1 -0.3 -0.1
H 0.2 0.3 0.0
H -0.2 -0.2 -0.1
H 0.1 -0.2 -0.5
H -0.2 0.6 0.3
H -0.3 0.7 -0.3
H 0.2 1.2 -0.6
H -0.5 -1.1 -0.4
H 0.1 0.0 0.1
H -0.3 -0.5 0.6